Molecular formula: C25H32N4O6
Method: DFT, wB97M-V/def2-TZVPD

Each line ends with the Mulliken charge.
Cartesian coordinates (Å):
C  4.53  4.06  0.28  -1.60
C  4.12  2.64  0.63  0.47
N  4.72  1.69  -0.29  -0.17
C  4.80  0.38  0.01  0.71
O  4.52  -0.08  1.10  -0.69
O  5.24  -0.34  -1.04  -0.45
C  5.25  -1.76  -0.85  -1.17
C  3.85  -2.32  -0.98  0.44
C  3.25  -2.40  -2.23  -0.42
C  1.96  -2.88  -2.35  -0.76
C  1.26  -3.27  -1.23  -0.31
C  1.85  -3.18  0.02  -0.48
C  3.14  -2.70  0.15  0.10
C  2.59  2.47  0.56  0.26
O  1.85  3.20  -0.07  -0.71
N  2.14  1.41  1.25  -0.46
N  0.80  1.06  1.15  -0.09
C  0.32  -0.12  1.57  -0.36
O  0.99  -0.96  2.13  -0.69
C  -1.18  -0.28  1.29  0.74
C  -1.54  -1.78  1.18  -0.05
C  -3.01  -1.92  0.88  0.21
C  -3.95  -1.76  1.89  -0.15
C  -5.30  -1.83  1.61  -0.79
C  -5.73  -2.05  0.31  -0.43
C  -4.80  -2.21  -0.70  -0.82
C  -3.45  -2.14  -0.42  0.04
N  -1.59  0.45  0.11  -0.10
C  -2.77  1.14  0.11  0.61
O  -3.32  1.51  1.12  -0.64
O  -3.14  1.38  -1.15  -0.43
C  -4.32  2.18  -1.42  1.71
C  -5.56  1.50  -0.84  -1.47
C  -4.15  3.59  -0.87  -1.69
C  -4.40  2.21  -2.95  -1.77
H  4.08  4.34  -0.67  0.34
H  5.61  4.14  0.21  0.44
H  4.17  4.75  1.04  0.39
H  4.46  2.37  1.64  0.30
H  4.84  1.97  -1.25  0.30
H  5.90  -2.14  -1.64  0.46
H  5.67  -1.99  0.13  0.41
H  3.81  -2.10  -3.11  0.42
H  1.50  -2.95  -3.33  0.41
H  0.25  -3.66  -1.33  0.51
H  1.30  -3.47  0.91  0.32
H  3.58  -2.61  1.13  0.30
H  2.75  0.68  1.63  0.44
H  0.24  1.74  0.64  0.42
H  -1.74  0.17  2.12  0.35
H  -0.94  -2.22  0.38  -0.50
H  -1.28  -2.26  2.12  0.42
H  -3.62  -1.59  2.90  0.44
H  -6.02  -1.70  2.40  0.39
H  -6.78  -2.09  0.09  0.42
H  -5.12  -2.38  -1.72  0.39
H  -2.72  -2.26  -1.21  0.34
H  -1.30  0.07  -0.78  0.21
H  -5.50  1.47  0.24  0.34
H  -5.64  0.48  -1.21  0.25
H  -6.45  2.06  -1.12  0.50
H  -4.99  4.21  -1.16  0.47
H  -4.09  3.56  0.22  0.34
H  -3.23  4.03  -1.26  0.39
H  -4.48  1.19  -3.34  0.40
H  -5.26  2.78  -3.27  0.41
H  -3.49  2.66  -3.36  0.42

Calculated values
SMILES	C[C@H](NC(=O)OCc1ccccc1)C(=O)NNC(=O)[C@H](Cc1ccccc1)NC(=O)OC(C)(C)C
frontier orbital gap	9.473	eV
M	484.553	g/mol
calculated total energy	-1642.4174	a.u.
spin multiplicity	1
relative energy (zero: lowest compared OMol25 entry of this formula, charge and spin)	0.0	kJ/mol